1.
DFT (ωB97M-V/def2-TZVPD) results for 2 unconnected molecules or ions with the total composition C9H17FN3O3P.

As for the SMILES: N=[PH2]N(CCCCO)C(=O)OF.c1cc[nH]c1. As for the spin multiplicity: 1. For the HOMO energy, the calculation gives -8.1 eV. Its total energy is -1184.090352 hartree. Its HOMO-LUMO gap is 7.662 eV.

Each atom is followed by the atoms it is bonded to, with distances in Å.
Positions of all 34 atoms, in Å:
1 N 2.17069 2.49721 -0.13802  P2 1.610, H13 1.040
2 P 1.98337 2.10669 1.41299  N1 1.610, N3 1.767, H14 1.434, H15 1.441
3 N 2.41771 0.43860 1.80335  P2 1.767, C4 1.499, C9 1.480
4 C 1.34816 -0.54801 1.44331  N3 1.499, C5 1.611, H16 1.152, H17 1.155
5 C -0.02497 -0.37764 2.26902  C4 1.611, C6 1.631, H18 1.155, H19 1.142
6 C -1.32100 -0.24271 1.28760  C5 1.631, C7 1.612, H20 1.141, H21 1.151
7 C -2.12406 1.13139 1.54416  C6 1.612, O8 1.457, H22 1.142, H23 1.153
8 O -2.58230 1.68881 0.27836  C7 1.457, H24 0.988
9 C 3.62603 0.15703 0.99671  N3 1.480, O10 1.236, O11 1.462
10 O 3.64221 -0.37188 -0.12002  C9 1.236
11 O 4.88446 0.56239 1.62074  C9 1.462, F12 1.383
12 F 5.31136 -0.60534 2.22567  O11 1.383
13 H 2.88210 3.25571 -0.13567  N1 1.040
14 H 0.61754 2.37352 1.75861  P2 1.434
15 H 2.84930 2.96353 2.18236  P2 1.441
16 H 1.14428 -0.62200 0.31157  C4 1.152
17 H 1.76213 -1.58680 1.73221  C4 1.155
18 H -0.20948 -1.35888 2.84878  C5 1.155
19 H 0.01080 0.44460 3.06078  C5 1.142
20 H -1.03705 -0.27147 0.18332  C6 1.141
21 H -2.02339 -1.13548 1.47093  C6 1.151
22 H -1.41169 1.85797 2.06368  C7 1.142
23 H -3.01835 0.99424 2.25873  C7 1.153
24 H -2.90017 2.59960 0.49282  O8 0.988
25 N -1.00970 -1.99858 -4.00440  C26 1.369, C29 1.370, H30 1.007
26 C -2.09949 -2.69511 -3.55513  N25 1.369, C27 1.374, H31 1.079
27 C -2.80584 -1.87615 -2.70842  C26 1.374, C28 1.418, H32 1.080
28 C -2.11952 -0.63727 -2.64843  C27 1.418, C29 1.374, H33 1.081
29 C -1.01696 -0.74155 -3.46091  N25 1.370, C28 1.374, H34 1.079
30 H -0.31199 -2.35468 -4.63671  N25 1.007
31 H -2.27707 -3.71070 -3.87478  C26 1.079
32 H -3.71638 -2.13891 -2.19046  C27 1.080
33 H -2.40229 0.23405 -2.07538  C28 1.081
34 H -0.23844 -0.03214 -3.69738  C29 1.079

---

2.
DFT (ωB97M-V/def2-TZVPD) results for 2 unconnected molecules or ions with the total composition C9H17N3O.

As for the SMILES: CCN(C)C(C)=O.Cc1c[nH]cn1. As for the spin multiplicity: 1. For the HOMO energy, the calculation gives -8.8 eV. Its total energy is -592.592901 hartree. Its HOMO-LUMO gap is 9.470 eV.

Each atom is followed by the atoms it is bonded to, with distances in Å.
Positions of all 30 atoms, in Å:
1 C -2.26932 2.21295 2.04012  C3 1.500, H9 1.099, H10 1.092, H12 1.088
2 C -0.11259 2.02067 3.39947  C3 1.365, N5 1.396, H7 1.057
3 C -0.87905 2.61189 2.43740  C1 1.500, C2 1.365, N6 1.381
4 C 1.05189 3.47830 2.18352  N5 1.367, N6 1.314, H11 1.081
5 N 1.17525 2.46744 3.09613  C2 1.396, C4 1.367, H8 1.012
6 N -0.14197 3.46007 1.63499  C3 1.381, C4 1.314
7 H -0.44659 1.58347 4.30215  C2 1.057
8 H 1.87048 2.55172 3.82716  N5 1.012
9 H -2.66766 2.86444 1.25026  C1 1.099
10 H -2.89444 2.38605 2.91821  C1 1.092
11 H 1.83361 4.14547 1.84837  C4 1.081
12 H -2.31066 1.24534 1.54401  C1 1.088
13 C 0.42076 -0.75142 -2.08665  C14 1.504, N19 1.433, H20 1.110, H21 1.097
14 C -0.64195 -0.05046 -1.28575  C13 1.504, H22 1.119, H23 1.090, H26 1.104
15 C -0.59290 -2.75570 -3.21601  N19 1.459, H24 1.088, H27 1.091, H28 1.110
16 C 1.73602 -2.35094 -0.29735  C17 1.511, H25 1.094, H29 1.096, H30 1.088
17 C 0.73991 -3.03078 -1.20696  C16 1.511, O18 1.217, N19 1.388
18 O 0.72201 -4.23664 -1.37076  C17 1.217
19 N 0.25417 -2.17104 -2.18201  C13 1.433, C15 1.459, C17 1.388
20 H 0.40183 -0.32022 -3.10946  C13 1.110
21 H 1.43257 -0.35185 -1.94505  C13 1.097
22 H -0.97386 -0.55418 -0.34326  C14 1.119
23 H -1.53165 0.20503 -1.86096  C14 1.090
24 H -1.67062 -2.69938 -3.07538  C15 1.088
25 H 2.20235 -3.00193 0.44869  C16 1.094
26 H -0.24972 0.85041 -0.78196  C14 1.104
27 H -0.18480 -2.46877 -4.18621  C15 1.091
28 H -0.14941 -3.77085 -3.28038  C15 1.110
29 H 2.55379 -2.05497 -0.96401  C16 1.096
30 H 1.32254 -1.51409 0.26165  C16 1.088

---

What did the second record say?
DFT (ωB97M-V/def2-TZVPD) results for 2 unconnected molecules or ions with the total composition C9H17N3O.

As for the SMILES: CCN(C)C(C)=O.Cc1c[nH]cn1. As for the spin multiplicity: 1. For the HOMO energy, the calculation gives -8.8 eV. Its total energy is -592.592901 hartree. Its HOMO-LUMO gap is 9.470 eV.

Each atom is followed by the atoms it is bonded to, with distances in Å.
Positions of all 30 atoms, in Å:
1 C -2.26932 2.21295 2.04012  C3 1.500, H9 1.099, H10 1.092, H12 1.088
2 C -0.11259 2.02067 3.39947  C3 1.365, N5 1.396, H7 1.057
3 C -0.87905 2.61189 2.43740  C1 1.500, C2 1.365, N6 1.381
4 C 1.05189 3.47830 2.18352  N5 1.367, N6 1.314, H11 1.081
5 N 1.17525 2.46744 3.09613  C2 1.396, C4 1.367, H8 1.012
6 N -0.14197 3.46007 1.63499  C3 1.381, C4 1.314
7 H -0.44659 1.58347 4.30215  C2 1.057
8 H 1.87048 2.55172 3.82716  N5 1.012
9 H -2.66766 2.86444 1.25026  C1 1.099
10 H -2.89444 2.38605 2.91821  C1 1.092
11 H 1.83361 4.14547 1.84837  C4 1.081
12 H -2.31066 1.24534 1.54401  C1 1.088
13 C 0.42076 -0.75142 -2.08665  C14 1.504, N19 1.433, H20 1.110, H21 1.097
14 C -0.64195 -0.05046 -1.28575  C13 1.504, H22 1.119, H23 1.090, H26 1.104
15 C -0.59290 -2.75570 -3.21601  N19 1.459, H24 1.088, H27 1.091, H28 1.110
16 C 1.73602 -2.35094 -0.29735  C17 1.511, H25 1.094, H29 1.096, H30 1.088
17 C 0.73991 -3.03078 -1.20696  C16 1.511, O18 1.217, N19 1.388
18 O 0.72201 -4.23664 -1.37076  C17 1.217
19 N 0.25417 -2.17104 -2.18201  C13 1.433, C15 1.459, C17 1.388
20 H 0.40183 -0.32022 -3.10946  C13 1.110
21 H 1.43257 -0.35185 -1.94505  C13 1.097
22 H -0.97386 -0.55418 -0.34326  C14 1.119
23 H -1.53165 0.20503 -1.86096  C14 1.090
24 H -1.67062 -2.69938 -3.07538  C15 1.088
25 H 2.20235 -3.00193 0.44869  C16 1.094
26 H -0.24972 0.85041 -0.78196  C14 1.104
27 H -0.18480 -2.46877 -4.18621  C15 1.091
28 H -0.14941 -3.77085 -3.28038  C15 1.110
29 H 2.55379 -2.05497 -0.96401  C16 1.096
30 H 1.32254 -1.51409 0.26165  C16 1.088

---

Q: HOMO energy of number 1 (C9H17FN3O3P)?
A: -8.1 eV

---

Q: Among the records above, which one has the highest total energy?
A: C9H17N3O